79
Properties=species:S:1:pos:R:3:mulliken_charge:R:1 method="wB97M-V/def2-TZVPD" orbital_gap_ha=0.257 energy_ev=-66814.5262 relative_energy_kj_mol=0.0 total_charge=-1 e_homo_ha=-0.17265
C 5.77 -3.09 -1.92 -1.1005
C 5.28 -1.66 -1.91 0.6928
O 5.75 -0.79 -1.14 -0.5921
O 4.31 -1.33 -2.82 -0.2553
C 3.07 -2.05 -2.70 -0.3718
C 2.12 -1.56 -3.76 -0.2522
C 1.85 -0.05 -3.78 -1.0677
B 1.44 0.62 -2.36 1.4801
O 2.41 1.66 -1.94 -0.7505
C 1.76 2.17 -0.79 -0.1765
C 0.25 2.17 -1.16 0.2264
C -0.66 1.83 0.02 -1.4321
C -0.97 0.35 0.27 0.6563
C 0.02 -0.30 1.21 -0.5273
S -0.44 -1.97 1.83 -0.2961
C -2.05 -2.30 1.11 0.1511
S -3.37 -2.01 2.05 -0.2888
N -2.18 -2.88 -0.13 0.0784
C -3.22 -2.27 -0.98 -0.2644
C -3.32 -3.01 -2.33 -0.7703
O -2.63 -4.23 -2.29 -0.5043
C -1.26 -3.91 -2.18 -0.6414
C -0.94 -3.25 -0.83 -0.0992
O 0.14 1.39 -2.31 -0.7477
H 5.74 -3.49 -2.93 0.3544
H 6.77 -3.12 -1.52 0.3471
H 5.09 -3.71 -1.33 0.2789
H 2.68 -1.89 -1.70 0.2481
H 3.23 -3.12 -2.83 0.4724
H 2.55 -1.86 -4.72 0.4448
H 1.18 -2.10 -3.63 -0.1781
H 1.07 0.11 -4.53 0.3023
H 2.75 0.44 -4.14 0.2882
H 1.36 -0.24 -1.45 -0.6573
H 2.15 3.16 -0.55 0.3127
H 1.96 1.48 0.04 -0.3821
H 0.02 3.21 -1.41 0.3994
H -1.60 2.35 -0.11 0.4427
H -0.18 2.23 0.91 0.3351
H -0.99 -0.21 -0.66 -0.1940
H -1.96 0.29 0.72 0.1134
H 0.16 0.29 2.11 0.6214
H 0.99 -0.38 0.72 -0.0680
H -3.03 -1.21 -1.14 0.1360
H -4.16 -2.38 -0.47 0.5280
H -2.94 -2.39 -3.14 0.3566
H -4.36 -3.23 -2.56 0.3459
H -0.98 -3.27 -3.01 0.2921
H -0.68 -4.83 -2.27 0.3897
H -0.25 -2.41 -0.95 -0.1409
H -0.44 -3.98 -0.20 0.4545
O 3.18 -0.30 2.66 -0.5744
C 3.91 0.64 2.54 0.8191
O 3.76 1.67 3.41 -0.4005
C 4.64 2.78 3.44 -0.4412
C 4.26 3.84 2.42 -0.8816
C 4.94 0.74 1.44 -0.8097
H 5.68 2.45 3.32 0.3615
H 4.55 3.19 4.45 0.3334
H 4.33 3.45 1.40 0.2231
H 4.92 4.70 2.51 0.3892
H 3.23 4.16 2.58 0.2751
H 4.47 1.10 0.53 0.1722
H 5.32 -0.25 1.25 0.2827
H 5.78 1.38 1.69 0.2904
O -5.43 4.45 2.53 -0.5717
C -5.88 3.35 2.72 0.7163
O -5.51 2.35 1.90 -0.3567
C -5.91 1.00 2.13 0.0897
C -7.28 0.71 1.56 -1.0354
C -6.89 3.09 3.82 -0.8951
H -5.84 0.75 3.18 0.3266
H -5.17 0.39 1.61 -0.1213
H -8.05 1.31 2.04 0.3152
H -7.53 -0.34 1.69 0.3470
H -7.30 0.94 0.49 0.3077
H -7.87 3.39 3.46 0.2436
H -6.63 3.72 4.67 0.2963
H -6.93 2.06 4.15 0.3085